The following is a quantum chemistry calculation of 8 unconnected molecules or ions with the total composition C36H67F9O18S, from the Open Molecules 2025 dataset.

Last column: Löwdin charge in e.
Atoms and positions in Å:
C 1.80 -0.58 2.63  -0.058
C 0.83 0.51 2.19  -0.236
O 0.35 0.22 0.88  -0.067
C -1.00 0.42 0.69  -0.206
O -1.23 1.27 -0.45  0.088
C -1.05 2.59 -0.34  -0.568
O -0.68 3.25 -1.27  0.172
O -1.32 3.15 0.88  0.006
C -2.72 3.53 1.05  -0.095
C -3.41 2.45 1.86  -0.061
C -4.86 2.77 2.22  -0.437
F -4.89 3.31 3.48  0.107
F -5.43 3.69 1.40  0.121
C -5.73 1.47 2.35  -0.426
F -6.77 1.70 3.15  0.134
F -4.94 0.56 2.96  0.103
S -6.42 0.77 0.73  0.773
F -5.48 -0.50 0.81  -0.130
F -7.52 -0.03 1.56  -0.124
F -7.37 2.03 0.64  -0.112
F -5.30 1.51 -0.11  -0.123
F -7.04 0.22 -0.60  -0.101
H 1.23 -1.29 3.24  0.070
H 2.19 -1.14 1.79  0.083
H 2.59 -0.20 3.27  0.072
H 0.01 0.55 2.91  0.113
H 1.32 1.49 2.18  0.120
H -1.48 0.83 1.57  0.098
H -1.49 -0.51 0.43  0.135
H -3.16 3.65 0.06  0.143
H -2.69 4.47 1.59  0.142
H -2.89 2.26 2.80  0.145
H -3.41 1.52 1.30  0.109
C -3.96 -5.25 4.73  -0.054
C -2.69 -4.45 4.90  -0.231
O -2.35 -3.72 3.72  0.012
C -2.86 -2.51 3.43  -0.518
C -4.03 -1.97 4.22  0.018
O -2.39 -1.89 2.51  0.099
H -4.82 -4.61 4.55  0.068
H -4.16 -5.84 5.62  0.083
H -3.87 -5.92 3.87  0.084
H -2.72 -3.79 5.77  0.115
H -1.85 -5.12 5.06  0.092
H -4.95 -2.22 3.68  0.099
H -3.92 -0.90 4.26  0.070
H -4.10 -2.34 5.24  0.077
C 3.00 -2.40 7.97  -0.060
C 2.29 -2.08 6.68  -0.229
O 3.20 -1.89 5.59  -0.005
C 3.68 -2.91 4.86  -0.520
C 3.48 -4.33 5.33  0.022
O 4.32 -2.67 3.86  0.093
H 3.55 -3.34 7.91  0.068
H 2.28 -2.48 8.79  0.083
H 3.72 -1.62 8.21  0.084
H 1.54 -2.83 6.42  0.111
H 1.77 -1.13 6.77  0.124
H 4.36 -4.64 5.90  0.102
H 3.40 -4.97 4.45  0.097
H 2.59 -4.48 5.93  0.049
C 0.53 3.29 -5.27  -0.062
C 0.64 4.35 -4.19  -0.235
O 1.73 5.25 -4.45  -0.001
C 1.61 6.30 -5.29  -0.518
C 0.42 6.38 -6.23  0.007
O 2.50 7.11 -5.32  0.105
H 0.33 3.75 -6.24  0.048
H -0.26 2.58 -5.04  0.084
H 1.47 2.75 -5.36  0.084
H -0.29 4.90 -4.06  0.115
H 0.87 3.89 -3.23  0.107
H 0.70 5.93 -7.18  0.083
H 0.18 7.42 -6.39  0.070
H -0.47 5.88 -5.84  0.072
C -4.45 6.96 -9.87  -0.061
C -3.95 7.23 -8.47  -0.236
O -2.52 7.19 -8.39  -0.008
C -1.74 8.25 -8.66  -0.517
C -2.34 9.47 -9.32  0.017
O -0.57 8.17 -8.43  0.098
H -4.11 7.72 -10.57  0.068
H -5.54 6.93 -9.89  0.083
H -4.07 6.00 -10.23  0.084
H -4.33 8.16 -8.07  0.112
H -4.29 6.44 -7.80  0.123
H -2.21 9.38 -10.40  0.098
H -1.80 10.35 -8.97  0.093
H -3.40 9.63 -9.10  0.070
C 0.91 -8.95 8.67  -0.061
C -0.45 -8.64 8.09  -0.232
O -0.75 -7.24 8.12  0.006
C -0.36 -6.38 7.16  -0.523
C 0.64 -6.83 6.12  0.020
O -0.77 -5.25 7.20  0.087
H 1.71 -8.48 8.09  0.069
H 1.08 -10.02 8.68  0.084
H 0.98 -8.57 9.68  0.085
H -0.57 -9.03 7.08  0.113
H -1.23 -9.10 8.70  0.124
H 1.64 -6.56 6.46  0.085
H 0.42 -6.31 5.19  0.091
H 0.62 -7.90 5.91  0.075
C 7.42 -3.87 1.82  -0.058
C 7.35 -3.91 3.33  -0.230
O 7.27 -5.25 3.83  -0.004
C 8.35 -6.02 4.06  -0.535
C 9.70 -5.58 3.53  0.010
O 8.20 -7.07 4.63  0.098
H 8.32 -4.36 1.44  0.066
H 7.41 -2.84 1.46  0.084
H 6.56 -4.40 1.39  0.085
H 8.17 -3.37 3.80  0.115
H 6.43 -3.43 3.66  0.089
H 9.85 -6.04 2.56  0.095
H 10.46 -5.94 4.22  0.089
H 9.81 -4.50 3.44  0.068
C 1.04 4.64 -10.46  -0.056
C 0.07 3.75 -9.70  -0.240
O -0.55 2.78 -10.54  -0.001
C 0.02 1.59 -10.83  -0.529
C 1.46 1.34 -10.46  0.012
O -0.63 0.77 -11.42  0.106
H 1.86 4.06 -10.88  0.069
H 1.45 5.41 -9.81  0.079
H 0.52 5.12 -11.29  0.084
H 0.55 3.28 -8.84  0.102
H -0.75 4.36 -9.31  0.119
H 2.08 1.59 -11.32  0.095
H 1.58 0.29 -10.23  0.090
H 1.81 1.91 -9.60  0.068

E_LUMO	0.009	hartree
total energy	-4063.160395	Eh
maximum force	0.01750	hartree/bohr
charge	0
gap between HOMO and LUMO	9.770	eV
SMILES	CCOCOC(=O)OCCC(F)(F)C(F)(F)S(F)(F)(F)(F)F.CCOC(C)=O.CCOC(C)=O.CCOC(C)=O.CCOC(C)=O.CCOC(C)=O.CCOC(C)=O.CCOC(C)=O
HOMO energy	-9.514	eV

---

The following is a quantum chemistry calculation of a molecular structure, C36H68IN12O9S, from the Open Molecules 2025 dataset.

Last column: Löwdin charge in e.
Atoms and positions in Å:
C -1.59 3.89 0.72  -0.188
C -0.49 4.25 -0.31  -0.721
I -1.19 3.56 -2.25  0.772
C 0.95 3.72 0.06  -0.182
C 0.89 2.79 1.29  -0.158
C 0.52 1.45 1.25  -0.097
C 0.18 0.77 -0.10  -0.135
C 1.18 -0.44 -0.29  -0.152
C 1.55 -0.70 -1.79  -0.173
C 0.58 -1.67 -2.58  -0.197
N -0.38 -2.43 -1.79  0.032
C -1.56 -1.78 -1.50  -0.536
N -2.01 -0.75 -2.11  0.109
N -2.32 -2.39 -0.41  0.094
C 0.47 0.67 2.51  -0.047
C 0.02 -0.81 2.56  -0.714
O -1.11 -1.05 2.08  -0.052
O 0.78 -1.64 3.10  -0.054
C 0.80 1.23 3.72  0.020
C 1.21 2.61 3.85  -0.374
N 1.54 3.24 4.98  -0.232
S 1.90 4.76 4.43  0.905
N 1.61 4.62 2.84  -0.254
C 1.22 3.35 2.57  -0.279
H -2.56 4.36 0.42  0.060
H -1.36 4.27 1.74  0.084
H -1.80 2.80 0.75  0.073
H -0.44 5.35 -0.34  0.068
H 1.47 3.23 -0.77  0.093
H 1.53 4.61 0.39  0.101
H -0.87 0.45 -0.05  0.097
H 0.35 1.51 -0.90  0.034
H 0.87 -1.34 0.27  0.099
H 2.12 -0.10 0.20  0.120
H 1.66 0.26 -2.33  0.108
H 2.55 -1.15 -1.79  0.069
H 0.09 -1.13 -3.40  0.102
H 1.23 -2.41 -3.08  0.086
H 0.02 -2.88 -0.97  0.123
H -2.91 -0.49 -1.72  0.036
H -3.08 -2.93 -0.81  0.034
H -2.78 -1.65 0.12  0.061
H 0.77 0.60 4.62  0.122
C 6.02 4.35 4.98  -0.345
O 6.81 5.29 4.92  -0.018
N 6.17 3.26 5.76  -0.195
C 5.19 2.19 5.77  -0.042
C 7.33 3.17 6.62  -0.049
H 5.11 4.32 4.37  0.120
H 4.78 2.08 6.78  0.092
H 5.67 1.26 5.47  0.091
H 4.37 2.40 5.08  0.072
H 7.35 4.02 7.31  0.089
H 8.24 3.20 6.01  0.089
H 7.30 2.24 7.19  0.084
C -5.51 -4.06 -0.47  -0.353
O -4.71 -4.35 -1.35  0.002
N -6.17 -4.96 0.28  -0.191
C -7.11 -4.54 1.31  -0.061
C -5.95 -6.37 0.06  -0.040
H -5.75 -3.02 -0.22  0.136
H -6.77 -4.93 2.28  0.091
H -8.10 -4.94 1.09  0.059
H -7.17 -3.46 1.37  0.087
H -4.90 -6.60 0.21  0.097
H -6.21 -6.61 -0.97  0.068
H -6.56 -6.96 0.74  0.091
C 4.88 8.04 3.51  -0.341
O 3.92 7.96 2.77  0.007
N 5.41 9.20 3.97  -0.204
C 6.55 9.22 4.85  -0.060
C 4.81 10.46 3.56  -0.052
H 5.41 7.15 3.88  0.117
H 6.28 9.71 5.79  0.085
H 7.37 9.77 4.38  0.085
H 6.89 8.21 5.07  0.078
H 3.76 10.48 3.87  0.090
H 4.84 10.54 2.47  0.090
H 5.34 11.29 4.01  0.080
C 4.34 -1.52 -4.30  -0.299
O 3.37 -1.59 -3.57  0.002
N 4.55 -2.29 -5.38  -0.192
C 5.74 -2.15 -6.21  -0.063
C 3.57 -3.31 -5.73  -0.043
H 5.14 -0.78 -4.13  0.130
H 5.43 -1.91 -7.23  0.089
H 6.29 -3.09 -6.21  0.086
H 6.37 -1.35 -5.83  0.048
H 2.60 -2.83 -5.91  0.093
H 3.46 -4.00 -4.89  0.092
H 3.88 -3.85 -6.62  0.080
C -10.58 -3.87 2.67  -0.340
O -9.97 -4.81 2.19  -0.003
N -10.38 -3.38 3.91  -0.199
C -11.15 -2.26 4.42  -0.059
C -9.37 -3.98 4.75  -0.032
H -11.37 -3.35 2.11  0.134
H -10.48 -1.44 4.67  0.091
H -11.69 -2.57 5.32  0.088
H -11.87 -1.92 3.68  0.082
H -8.40 -3.91 4.26  0.087
H -9.60 -5.03 4.90  0.095
H -9.33 -3.47 5.71  0.087
C 8.03 0.89 -5.18  -0.335
O 6.85 0.70 -5.40  0.000
N 8.94 1.31 -6.08  -0.200
C 10.33 1.51 -5.74  -0.060
C 8.50 1.58 -7.44  -0.039
H 8.47 0.71 -4.18  0.139
H 10.60 2.55 -5.92  0.089
H 10.95 0.86 -6.36  0.088
H 10.51 1.27 -4.69  0.084
H 7.72 2.35 -7.43  0.095
H 8.07 0.67 -7.87  0.091
H 9.33 1.91 -8.05  0.085
C -9.44 -7.64 -4.50  -0.363
O -9.87 -8.60 -3.91  0.006
N -8.85 -6.56 -3.93  -0.199
C -8.35 -5.45 -4.71  -0.055
C -8.72 -6.53 -2.48  -0.041
H -9.48 -7.56 -5.60  0.129
H -7.28 -5.33 -4.53  0.094
H -8.87 -4.54 -4.41  0.089
H -8.52 -5.62 -5.77  0.080
H -8.14 -7.38 -2.15  0.087
H -9.71 -6.59 -2.03  0.096
H -8.24 -5.60 -2.17  0.083

E_LUMO	0.062	hartree
total energy	-3442.720439	Eh
maximum force	0.05518	hartree/bohr
charge	-1
gap between HOMO and LUMO	6.219	eV
HOMO energy	-4.535	eV

---

The following is a quantum chemistry calculation of 9 unconnected molecules or ions with the total composition C36H69N12O, from the Open Molecules 2025 dataset.

Last column: Löwdin charge in e.
Atoms and positions in Å:
C 3.53 -3.15 -0.69  -0.123
C 3.56 -1.97 -1.64  -0.354
O 2.49 -1.08 -1.51  -0.302
N 2.36 -0.65 -0.10  -0.125
C 1.02 -0.20 -0.06  -0.334
C -0.14 -1.22 -0.35  -0.640
N -0.54 -1.00 -1.75  0.048
N -1.32 -0.95 0.48  0.058
N 0.24 -2.61 -0.13  0.081
H 2.87 -3.94 -1.06  0.039
H 3.20 -2.87 0.30  0.038
H 4.54 -3.57 -0.60  0.042
H 4.51 -1.40 -1.58  0.086
H 3.51 -2.37 -2.66  0.081
H 0.85 0.64 -0.78  0.083
H 0.88 0.23 0.94  0.078
H -1.13 -1.77 -2.04  0.048
H 0.33 -1.05 -2.28  0.034
H -2.03 -0.47 -0.06  0.017
H -1.07 -0.39 1.29  0.038
H 0.32 -3.16 -0.97  -0.001
H -0.38 -3.04 0.54  0.040
C -5.15 -2.69 1.61  -0.098
C -5.72 -1.57 2.48  -0.256
C -6.23 -0.38 1.67  -0.211
C -5.14 0.24 0.91  -0.211
N -4.26 0.72 0.35  0.174
H -4.28 -2.35 1.04  0.065
H -4.83 -3.53 2.23  0.073
H -5.90 -3.06 0.90  0.074
H -4.96 -1.24 3.18  0.071
H -6.55 -1.96 3.07  0.109
H -6.65 0.38 2.34  0.102
H -7.01 -0.68 0.98  0.088
C 6.14 -1.69 2.04  -0.121
C 5.54 -2.33 3.28  -0.250
C 6.54 -3.23 4.02  -0.197
C 7.03 -4.32 3.17  -0.244
N 7.41 -5.17 2.49  0.132
H 6.44 -2.43 1.31  0.045
H 5.41 -1.03 1.57  0.080
H 7.02 -1.09 2.30  0.063
H 4.66 -2.92 3.00  0.113
H 5.20 -1.56 3.97  0.108
H 6.09 -3.67 4.91  0.111
H 7.41 -2.65 4.34  0.115
C -3.32 2.64 6.62  -0.114
C -2.73 2.02 5.36  -0.256
C -3.77 1.32 4.48  -0.187
C -4.42 0.23 5.20  -0.251
N -4.93 -0.64 5.77  0.156
H -3.77 1.88 7.26  0.069
H -2.55 3.15 7.19  0.070
H -4.10 3.37 6.37  0.074
H -1.95 1.31 5.64  0.114
H -2.24 2.80 4.76  0.111
H -3.30 0.91 3.59  0.114
H -4.54 2.03 4.17  0.120
C 7.45 -1.92 -3.42  -0.106
C 8.49 -2.74 -2.66  -0.260
C 8.15 -2.83 -1.17  -0.179
C 8.13 -1.49 -0.57  -0.224
N 8.12 -0.43 -0.12  0.181
H 7.41 -0.90 -3.05  0.072
H 7.70 -1.87 -4.48  0.068
H 6.46 -2.36 -3.32  0.071
H 9.48 -2.29 -2.77  0.107
H 8.54 -3.74 -3.08  0.105
H 8.89 -3.43 -0.63  0.119
H 7.17 -3.29 -1.02  0.112
C -4.31 3.71 -1.59  -0.102
C -5.78 3.77 -1.97  -0.268
C -6.16 5.06 -2.72  -0.197
C -5.94 6.25 -1.90  -0.245
N -5.76 7.17 -1.24  0.138
H -4.04 4.52 -0.90  0.074
H -4.09 2.77 -1.09  0.035
H -3.67 3.79 -2.47  0.081
H -6.40 3.68 -1.08  0.095
H -6.02 2.92 -2.61  0.108
H -7.22 5.04 -3.00  0.110
H -5.58 5.15 -3.64  0.119
C 7.21 2.90 -0.19  -0.107
C 8.33 3.78 0.37  -0.266
C 7.93 5.25 0.52  -0.201
C 7.58 5.86 -0.76  -0.246
N 7.31 6.34 -1.77  0.134
H 6.92 3.21 -1.19  0.073
H 7.54 1.87 -0.24  0.022
H 6.32 2.94 0.45  0.081
H 9.20 3.71 -0.28  0.108
H 8.62 3.40 1.35  0.105
H 8.75 5.83 0.95  0.110
H 7.07 5.35 1.19  0.118
C -9.59 3.30 1.34  -0.104
C -9.55 2.50 0.05  -0.260
C -10.32 1.17 0.13  -0.183
C -9.77 0.31 1.17  -0.221
N -9.33 -0.36 2.00  0.170
H -9.13 2.76 2.16  0.070
H -9.06 4.24 1.22  0.073
H -10.62 3.53 1.62  0.076
H -8.51 2.29 -0.22  0.099
H -9.97 3.09 -0.77  0.108
H -10.27 0.64 -0.82  0.118
H -11.37 1.35 0.36  0.120
C -1.03 -3.99 -6.24  -0.115
C -0.39 -2.62 -6.00  -0.261
C 0.99 -2.72 -5.35  -0.180
C 0.92 -3.36 -4.04  -0.211
N 0.87 -3.81 -2.99  0.199
H -1.19 -4.52 -5.30  0.071
H -2.00 -3.88 -6.73  0.067
H -0.40 -4.61 -6.87  0.073
H -1.05 -2.02 -5.37  0.111
H -0.30 -2.10 -6.95  0.104
H 1.42 -1.72 -5.21  0.123
H 1.67 -3.29 -5.98  0.117

E_LUMO	0.060	hartree
total energy	-2145.295911	Eh
maximum force	0.01397	hartree/bohr
charge	-1
gap between HOMO and LUMO	2.901	eV
HOMO energy	-1.263	eV

---

Among the records above, which one has the lowest E_LUMO? C36H67F9O18S